(1)
144
Properties=species:S:1:pos:R:3:forces:R:3:lowdin_charge:R:1 method="wB97M-V/def2-TZVPD" e_homo_ev=-9.38 gap_ev=9.5 de_lowest_kcal_mol=104.9 energy_ev=-65475.3177
C -1.798 -5.121 2.281 -0.655 0.182 -0.147 -0.089
C -1.563 -3.629 2.361 0.231 0.119 0.890 -0.320
O -1.742 -3.203 3.711 -0.223 -0.107 0.014 -0.095
H -1.614 -5.420 1.248 0.207 -0.359 0.137 0.067
H -2.833 -5.388 2.513 -0.071 0.237 -0.074 0.072
H -1.208 -5.673 3.013 0.392 0.080 -0.259 0.076
H -2.238 -3.058 1.721 0.006 -0.133 -0.318 0.105
H -0.526 -3.422 2.068 -0.020 0.118 -0.233 0.093
H -1.570 -2.250 3.752 0.254 -0.075 -0.077 0.035
C -3.851 3.837 3.720 0.212 -0.515 0.346 -0.076
C -2.992 4.525 2.678 0.057 0.384 0.299 -0.312
O -2.780 3.635 1.597 -0.107 -0.022 -0.238 -0.115
H -4.883 3.619 3.444 0.001 0.253 -0.190 0.083
H -3.817 4.321 4.697 -0.219 0.418 -0.200 0.084
H -3.360 2.879 3.919 -0.410 0.018 -0.125 0.043
H -2.048 4.774 3.180 0.134 -0.079 -0.197 0.110
H -3.364 5.478 2.283 -0.372 -0.084 0.253 0.111
H -1.925 3.859 1.203 0.011 0.016 -0.153 0.049
C 3.973 1.786 1.190 -0.058 -0.637 -0.296 -0.074
C 4.244 0.416 0.563 0.092 1.460 -0.074 -0.291
O 3.892 -0.599 1.498 -0.003 -0.045 -0.831 -0.089
H 2.898 1.888 1.349 0.049 0.214 0.118 0.056
H 4.314 2.552 0.493 0.026 0.166 0.190 0.072
H 4.488 1.865 2.147 0.051 0.159 -0.017 0.077
H 5.285 0.389 0.230 0.132 -0.491 0.374 0.118
H 3.671 0.344 -0.365 -0.152 -0.228 0.136 0.087
H 3.457 -1.256 0.930 0.000 -0.459 0.378 0.045
C -1.160 1.817 3.283 0.017 0.067 -0.113 -0.062
C -1.290 0.614 4.208 1.002 -0.153 0.117 -0.275
O -0.727 -0.514 3.531 -0.303 0.033 0.211 -0.103
H -1.603 2.740 3.665 0.392 -0.348 0.067 0.048
H -1.577 1.626 2.291 -0.309 -0.083 0.425 0.049
H -0.103 1.995 3.070 0.154 0.016 0.332 0.089
H -2.289 0.324 4.536 0.009 0.332 -0.253 0.103
H -0.736 0.768 5.140 0.046 0.206 -0.032 0.101
H 0.227 -0.339 3.449 0.154 -0.227 0.034 0.054
C 0.846 3.549 -2.257 1.027 -0.036 0.247 -0.087
C 1.689 2.464 -1.601 0.723 1.037 0.176 -0.304
O 2.387 1.700 -2.574 0.300 -0.433 0.158 -0.077
H 0.374 4.199 -1.515 1.965 -1.230 -0.556 -0.001
H 0.002 3.180 -2.843 0.446 -0.574 -0.229 0.093
H 1.440 4.164 -2.937 0.135 0.027 0.008 0.105
H 1.017 1.863 -0.985 2.588 0.259 -1.026 0.015
H 2.399 2.873 -0.878 0.211 0.424 -0.174 0.112
H 3.162 2.210 -2.831 0.002 -0.125 -0.123 0.099
C -4.928 -1.037 2.333 -0.499 -0.481 -0.367 -0.065
C -4.087 0.182 2.595 0.294 -0.305 0.670 -0.296
O -3.885 0.889 1.388 -0.355 0.212 -0.454 -0.088
H -5.092 -1.651 3.219 0.258 0.129 0.149 0.082
H -4.512 -1.691 1.563 0.226 0.093 0.030 0.072
H -5.924 -0.758 1.977 0.059 0.173 -0.012 0.080
H -3.104 -0.066 3.013 -0.486 -0.317 -0.366 0.072
H -4.594 0.785 3.357 -0.007 0.260 -0.184 0.118
H -3.727 1.829 1.543 0.247 0.155 0.037 0.060
C -0.413 -1.155 -5.451 -0.010 0.153 -0.868 -0.098
C 0.674 -0.745 -4.490 0.047 1.685 0.415 -0.333
O 1.089 0.581 -4.812 0.307 -0.130 -0.208 -0.081
H -1.248 -0.464 -5.339 -0.015 0.154 -0.283 0.085
H -0.754 -2.154 -5.169 -0.196 1.986 -2.253 0.000
H -0.054 -1.190 -6.478 0.011 0.350 -0.115 0.093
H 1.533 -1.423 -4.428 0.041 0.074 -0.442 0.090
H 0.267 -0.716 -3.469 -0.010 -0.116 -0.033 0.109
H 1.686 0.887 -4.109 -0.249 0.025 -0.043 0.034
C 2.140 0.075 6.008 -0.382 -0.135 0.457 -0.087
C 2.934 0.144 4.725 -0.083 -0.128 0.079 -0.297
O 2.134 -0.065 3.569 -0.494 0.003 0.070 -0.119
H 1.347 0.821 6.094 0.041 0.059 -0.255 0.062
H 2.802 0.237 6.861 0.148 0.092 -0.107 0.076
H 1.690 -0.904 6.182 -0.039 -0.023 -0.280 0.082
H 3.680 -0.653 4.782 0.318 0.253 -0.133 0.119
H 3.394 1.133 4.655 0.330 -0.101 0.009 0.110
H 2.720 -0.212 2.800 0.053 -0.023 0.128 0.037
C -3.629 0.274 -3.357 0.192 0.075 0.112 -0.048
C -4.352 0.524 -2.038 0.519 -0.218 -0.299 -0.493
C -5.852 0.366 -2.182 -0.261 0.913 0.600 -0.052
O -3.876 -0.390 -1.059 0.438 -0.308 -0.066 -0.078
H -3.993 -0.634 -3.839 -0.072 0.073 -0.103 0.087
H -2.547 0.165 -3.237 -0.011 -0.008 0.248 0.060
H -3.763 1.146 -3.999 -0.209 -0.187 -0.207 0.085
H -4.058 1.526 -1.698 -0.413 0.147 -0.084 0.134
H -6.153 -0.666 -2.351 0.197 -0.049 -0.105 0.086
H -6.268 1.018 -2.953 0.102 -0.130 -0.156 0.080
H -6.293 0.707 -1.241 -0.190 -0.213 -0.016 0.077
H -3.932 0.019 -0.177 -0.187 0.084 0.015 0.046
C 0.948 -0.278 0.338 0.394 -0.016 0.348 -0.015
C -0.492 0.133 0.071 0.523 0.349 -0.066 -0.397
C -0.576 1.483 -0.624 -2.561 0.175 -0.256 -0.075
O -1.118 -0.861 -0.739 -0.082 0.828 0.193 -0.052
H 1.597 -0.258 -0.543 -0.417 -0.101 -0.275 0.084
H 1.035 -1.278 0.763 -0.352 0.002 -0.036 0.079
H 1.458 0.377 1.053 -0.460 0.132 0.016 0.068
H -1.044 0.260 1.011 0.204 -0.501 -0.040 0.112
H -0.166 1.517 -1.638 -0.878 -0.760 0.427 0.079
H -0.171 2.291 -0.006 -0.045 -0.154 0.033 0.095
H -1.606 1.819 -0.807 -0.427 -0.495 0.467 0.100
H -1.944 -0.408 -0.986 -0.522 -0.953 -0.241 0.056
C 2.023 -4.987 1.036 -0.118 -0.150 0.259 -0.041
C 2.732 -3.648 1.333 -0.165 -1.250 0.006 -0.448
C 4.148 -3.902 1.809 0.407 -0.156 0.410 -0.046
O 2.729 -2.873 0.135 0.404 0.176 0.031 -0.101
H 0.953 -4.861 0.860 0.039 0.204 -0.111 0.058
H 2.102 -5.723 1.840 0.126 0.313 0.253 0.085
H 2.451 -5.491 0.167 0.148 0.290 -0.135 0.084
H 2.178 -3.116 2.115 -0.040 0.105 -0.044 0.133
H 4.782 -3.025 1.945 -0.279 0.275 -0.304 0.072
H 4.682 -4.599 1.161 -0.110 0.044 -0.139 0.088
H 4.113 -4.354 2.805 -0.160 -0.134 -0.072 0.086
H 1.959 -3.128 -0.392 -0.399 0.205 -0.285 0.063
C -1.305 5.035 -1.535 -1.925 0.317 0.766 -0.072
C -0.373 5.718 -0.539 -0.884 0.015 0.168 -0.468
C -0.957 7.030 -0.049 0.490 1.244 -1.230 -0.042
O -0.271 4.849 0.600 0.432 -0.423 -0.050 -0.062
H -2.270 4.954 -1.022 -0.220 0.148 -0.246 0.095
H -1.020 4.027 -1.834 -1.169 0.880 0.428 0.029
H -1.424 5.645 -2.429 -0.004 0.051 -0.008 0.107
H 0.594 5.798 -1.044 0.101 0.623 0.505 0.135
H -0.226 7.694 0.422 0.101 -0.410 0.432 0.081
H -1.837 6.932 0.581 0.058 -0.333 0.037 0.079
H -1.237 7.637 -0.920 -0.245 -0.176 0.013 0.086
H 0.445 5.183 1.151 -0.064 -0.101 0.128 0.111
C 4.959 -0.358 -3.508 0.228 0.094 1.642 -0.044
C 4.083 -1.385 -2.794 0.240 -1.406 -1.302 -0.485
C 3.875 -2.616 -3.705 -0.365 0.332 0.393 -0.051
O 4.743 -1.859 -1.622 -0.247 0.712 0.052 -0.058
H 4.663 -0.144 -4.529 -0.160 0.111 0.043 0.082
H 6.004 -0.674 -3.461 -0.069 -0.321 -0.317 0.084
H 4.949 0.514 -2.846 -0.076 0.392 -0.490 0.061
H 3.097 -0.973 -2.557 0.065 0.246 0.127 0.115
H 4.827 -3.134 -3.804 0.033 0.048 -0.238 0.084
H 3.457 -2.328 -4.672 0.207 -0.095 -0.085 0.070
H 3.169 -3.307 -3.236 0.004 -0.019 0.023 0.063
H 4.045 -2.244 -1.071 0.238 -0.226 0.166 0.045
C -0.589 -3.010 -3.803 -0.614 -1.559 2.083 -0.122
C -0.395 -3.834 -2.564 0.742 -1.516 0.794 -0.434
C 0.435 -5.093 -2.855 0.331 0.547 0.106 -0.039
O 0.263 -3.068 -1.548 -0.004 0.100 -0.061 -0.077
H 0.340 -2.584 -4.183 -0.092 -1.548 1.154 0.051
H -1.261 -2.174 -3.585 0.003 -0.332 0.226 0.092
H -1.035 -3.608 -4.602 -0.091 -0.307 0.216 0.116
H -1.292 -4.235 -2.077 -0.485 0.423 -0.504 0.141
H -0.190 -5.885 -3.265 0.021 0.028 -0.094 0.080
H 0.903 -5.451 -1.937 -0.116 -0.083 0.064 0.064
H 1.241 -4.861 -3.556 -0.004 -0.096 -0.070 0.072
H -0.398 -2.401 -1.269 0.522 0.156 0.133 0.055

(2)
153
Properties=species:S:1:pos:R:3:forces:R:3:lowdin_charge:R:1 method="wB97M-V/def2-TZVPD" e_homo_ev=-8.59 gap_ev=9.1 energy_ev=-79081.4534
C -18.518 -17.397 10.868 0.155 -0.033 -0.223 -0.108
O -18.416 -16.001 10.665 -0.145 -0.151 0.337 -0.193
C -19.351 -15.501 9.729 0.037 -0.547 -0.236 -0.245
C -19.181 -14.010 9.677 -0.047 0.160 0.171 -0.225
N -17.932 -13.645 9.015 -0.196 0.355 0.387 -0.038
C -17.851 -12.206 8.750 0.277 0.149 -0.528 -0.197
C -17.277 -11.410 9.891 -0.279 0.358 0.986 -0.214
O -15.890 -11.692 9.974 -1.636 0.247 0.626 -0.248
C -15.261 -10.932 10.967 1.099 0.277 0.391 -0.110
H -19.499 -17.790 10.579 -0.034 0.122 0.028 0.083
H -18.364 -17.621 11.923 0.101 0.063 0.011 0.086
H -17.763 -17.920 10.270 -0.042 -0.040 0.052 0.075
H -20.365 -15.793 10.036 -0.028 0.199 0.061 0.120
H -19.164 -15.965 8.749 -0.011 0.215 -0.033 0.128
H -19.240 -13.664 10.723 -0.016 0.124 -0.115 0.122
H -20.003 -13.538 9.138 -0.075 -0.175 -0.089 0.118
H -17.185 -13.845 9.675 0.150 -0.285 -0.307 0.108
H -18.818 -11.795 8.455 -0.140 -0.192 0.154 0.117
H -17.205 -12.044 7.880 0.052 -0.025 0.056 0.117
H -17.750 -11.680 10.854 0.008 -0.209 -0.206 0.125
H -17.459 -10.325 9.831 0.187 -0.091 -0.486 0.123
H -14.221 -11.268 11.047 -0.337 -0.082 -0.031 0.073
H -15.694 -11.031 11.969 -0.395 0.021 -0.199 0.104
H -15.179 -9.879 10.669 -0.396 -0.024 0.234 0.077
C -17.598 -7.225 18.352 0.132 0.073 -0.318 -0.108
O -16.335 -7.260 17.721 -0.160 0.104 -0.129 -0.196
C -15.329 -6.568 18.425 -0.055 0.404 0.389 -0.247
C -14.269 -6.139 17.454 0.500 -0.196 -0.399 -0.227
N -13.590 -7.293 16.861 -0.035 0.333 -0.489 -0.042
C -12.582 -6.853 15.881 -0.609 0.044 0.741 -0.217
C -11.911 -8.010 15.238 1.086 -0.221 -1.074 -0.218
O -12.834 -8.642 14.362 -0.246 -0.395 -0.082 -0.243
C -12.396 -9.916 13.877 0.077 0.154 0.611 -0.072
H -18.322 -7.557 17.608 -0.044 -0.163 0.133 0.086
H -17.861 -6.199 18.631 0.021 -0.045 0.131 0.085
H -17.624 -7.875 19.230 -0.079 0.018 0.059 0.089
H -14.910 -7.189 19.226 0.039 -0.090 -0.089 0.128
H -15.734 -5.660 18.899 -0.122 -0.139 -0.068 0.119
H -13.517 -5.527 17.961 -0.065 -0.058 0.125 0.122
H -14.722 -5.497 16.678 -0.069 -0.010 0.104 0.124
H -14.289 -7.784 16.308 -0.005 -0.232 0.316 0.099
H -11.844 -6.235 16.394 0.037 0.051 -0.077 0.127
H -13.049 -6.259 15.081 0.182 0.164 0.042 0.115
H -11.438 -8.734 15.912 -0.521 0.022 0.334 0.132
H -11.070 -7.638 14.627 -0.153 0.062 0.039 0.119
H -12.950 -10.136 12.969 0.093 -0.074 0.015 0.062
H -12.606 -10.689 14.625 -0.001 0.017 -0.053 0.102
H -11.323 -9.917 13.681 -0.148 0.073 -0.196 0.080
C -14.604 -18.206 8.824 0.473 0.032 -0.020 -0.098
O -13.471 -17.353 8.839 -0.384 -0.046 -0.209 -0.196
C -12.414 -17.822 8.034 0.558 -0.069 0.303 -0.242
C -11.559 -16.653 7.565 -0.008 -0.647 -0.198 -0.228
N -12.379 -15.706 6.831 -0.029 0.096 0.255 -0.046
C -11.730 -14.421 6.625 0.584 0.401 -0.127 -0.210
C -11.881 -13.477 7.797 -0.346 -0.461 0.319 -0.237
O -13.217 -13.030 7.840 0.196 -0.221 -0.478 -0.186
C -13.542 -12.423 9.063 0.198 0.295 -0.123 -0.099
H -14.347 -19.217 9.165 -0.009 0.066 0.126 0.088
H -15.007 -18.301 7.810 -0.108 0.137 0.037 0.091
H -15.327 -17.757 9.498 -0.162 -0.062 -0.041 0.075
H -12.762 -18.386 7.161 -0.278 0.169 0.009 0.121
H -11.792 -18.507 8.632 -0.001 0.008 -0.133 0.124
H -10.821 -17.112 6.894 0.079 0.264 -0.018 0.119
H -10.995 -16.229 8.409 -0.177 0.105 0.064 0.115
H -13.206 -15.538 7.399 -0.087 -0.028 -0.209 0.104
H -12.101 -13.931 5.721 -0.128 -0.104 0.003 0.103
H -10.651 -14.545 6.479 -0.087 -0.295 -0.140 0.120
H -11.181 -12.632 7.761 0.007 0.055 -0.049 0.124
H -11.682 -14.066 8.708 0.166 0.232 0.064 0.120
H -12.833 -11.628 9.323 -0.200 -0.846 -0.216 0.061
H -13.583 -13.152 9.884 0.133 -0.126 -0.025 0.112
H -14.535 -11.981 8.981 0.859 -0.351 -0.488 0.070
C -15.435 -8.871 7.687 0.494 -1.024 0.367 -0.098
O -16.477 -8.208 7.037 -0.139 0.525 0.088 -0.177
C -16.058 -7.620 5.822 0.409 0.167 -0.128 -0.232
C -17.253 -6.999 5.172 -0.792 -0.488 -0.119 -0.205
N -18.228 -8.040 4.760 0.206 0.869 0.181 -0.044
C -19.334 -7.459 3.994 -0.558 -0.483 0.372 -0.216
C -20.072 -8.519 3.203 0.065 -0.164 -0.344 -0.247
O -19.399 -8.769 1.989 0.205 0.281 0.019 -0.189
C -20.100 -9.675 1.186 0.227 -0.249 -0.102 -0.130
H -15.339 -9.886 7.275 0.190 0.098 0.052 0.085
H -15.641 -8.983 8.754 -0.316 0.178 -0.093 0.071
H -14.454 -8.385 7.623 -0.163 0.225 -0.253 0.081
H -15.587 -8.360 5.160 -0.141 -0.045 0.084 0.122
H -15.312 -6.833 6.017 0.013 -0.094 0.107 0.120
H -16.949 -6.435 4.289 0.036 0.005 0.001 0.120
H -17.726 -6.316 5.895 0.168 0.206 -0.138 0.123
H -18.632 -8.357 5.636 0.160 -0.413 -0.115 0.105
H -18.964 -6.690 3.318 0.006 0.012 -0.080 0.118
H -20.106 -7.015 4.648 0.306 0.269 -0.024 0.119
H -21.101 -8.203 2.975 0.042 0.107 0.094 0.118
H -20.135 -9.455 3.777 -0.016 0.091 0.125 0.125
H -20.117 -10.670 1.651 -0.237 0.036 -0.004 0.089
H -19.567 -9.767 0.241 -0.031 0.088 -0.015 0.086
H -21.118 -9.316 0.997 -0.071 -0.152 -0.017 0.085
C -13.747 -11.246 5.078 0.485 0.356 -0.221 -0.072
O -13.401 -9.870 4.962 0.009 0.015 0.142 -0.231
C -12.163 -9.652 4.309 -0.526 0.029 -0.336 -0.227
C -12.003 -8.164 4.102 0.906 -0.327 -0.056 -0.199
N -11.825 -7.497 5.373 -0.065 0.291 0.581 -0.079
C -11.457 -6.087 5.264 -0.341 -0.203 -0.261 -0.190
C -11.605 -5.424 6.619 -0.062 -0.242 -0.022 -0.209
O -12.904 -5.721 7.104 0.055 0.061 -0.134 -0.210
C -13.117 -5.249 8.412 -0.182 0.044 0.440 -0.094
H -14.557 -11.312 5.796 -0.106 -0.161 -0.081 0.080
H -12.885 -11.806 5.452 -0.116 -0.163 0.063 0.070
H -14.028 -11.638 4.096 -0.130 -0.118 0.093 0.099
H -12.151 -10.163 3.335 0.008 -0.014 0.098 0.130
H -11.335 -10.031 4.922 0.016 -0.059 -0.092 0.125
H -12.806 -7.761 3.474 -0.102 0.016 0.104 0.129
H -11.055 -8.050 3.559 -0.174 0.125 -0.132 0.128
H -12.666 -7.539 5.942 -0.223 0.020 -0.338 0.088
H -12.096 -5.582 4.521 0.016 0.081 0.135 0.123
H -10.429 -6.010 4.905 0.040 0.066 0.108 0.124
H -11.486 -4.338 6.527 0.154 -0.021 0.074 0.127
H -10.857 -5.832 7.312 0.046 0.144 0.007 0.124
H -12.885 -4.181 8.505 0.005 -0.031 -0.085 0.094
H -12.534 -5.797 9.165 0.155 -0.012 -0.196 0.077
H -14.163 -5.406 8.668 -0.037 0.002 -0.096 0.075
C -12.787 -8.634 10.610 0.313 -0.492 -0.489 -0.091
O -12.561 -9.972 10.153 0.354 0.601 0.472 -0.217
H -11.825 -8.125 10.706 -0.129 0.225 0.140 0.070
H -13.440 -8.113 9.911 -0.017 0.191 0.132 0.069
H -13.273 -8.722 11.577 0.001 0.252 -0.060 0.050
H -12.194 -9.946 9.255 -0.059 0.521 -0.250 0.039
C -11.340 -5.737 12.391 0.427 0.217 -0.155 -0.155
O -11.238 -4.877 13.529 -0.206 -0.288 -0.323 -0.120
H -10.493 -6.423 12.405 -0.035 -0.031 0.216 0.068
H -12.262 -6.321 12.374 -0.074 0.053 0.067 0.070
H -11.241 -5.157 11.466 -0.190 -0.071 -0.010 0.077
H -11.984 -4.274 13.460 0.058 0.100 0.192 0.078
C -16.691 -6.251 10.065 -0.458 -0.181 0.147 -0.166
O -15.484 -6.633 10.674 0.447 0.251 -0.260 -0.150
H -17.048 -5.257 10.366 0.184 -0.018 0.102 0.074
H -16.550 -6.242 8.984 0.002 -0.078 -0.019 0.061
H -17.485 -6.968 10.303 -0.052 0.040 -0.181 0.081
H -15.613 -7.030 11.548 0.015 0.031 -0.031 0.021
C -8.916 -7.606 9.810 -0.257 0.282 0.423 -0.158
O -8.087 -6.513 9.434 0.032 -0.083 -0.108 -0.120
H -8.893 -7.754 10.893 0.069 -0.201 -0.048 0.075
H -9.959 -7.392 9.555 0.050 -0.074 -0.182 0.053
H -8.597 -8.522 9.318 0.040 0.021 -0.074 0.081
H -7.790 -6.072 10.232 0.018 0.044 -0.038 0.068
O -11.922 -9.500 7.478 0.178 -0.264 0.307 -0.042
H -12.375 -10.095 6.867 -0.174 0.145 0.051 0.025
H -11.619 -8.766 6.917 0.122 0.023 -0.068 0.027
O -15.220 -7.948 13.038 -0.307 -0.086 0.085 -0.043
H -15.884 -7.972 13.734 0.027 -0.040 0.060 0.063
H -14.391 -8.232 13.457 0.208 0.170 0.230 0.015
O -10.747 -11.203 11.818 0.133 -0.088 -0.141 -0.072
H -11.323 -10.838 11.116 -0.037 -0.010 0.173 0.002
H -10.345 -11.989 11.441 0.025 -0.039 -0.027 0.033